#a
# C6H8

2 unconnected molecules or ions with the total composition C6H8 (ωB97M-V/def2-TZVPD, OMol25).

Bonds (Å) are listed after each position.
Atoms and positions in Å:
1 C -0.227 0.334 -0.986  C3 1.292, C5 1.557, C6 1.467
2 C 0.484 -1.264 2.161  C4 1.293, H7 1.054, H8 1.097
3 C -0.025 -0.931 -1.160  C1 1.292, H9 0.998
4 C 0.733 -2.003 1.128  C2 1.293, H10 1.136
5 C -0.627 1.721 -1.569  C1 1.557, C6 1.465, H11 1.054, H12 1.056
6 C -0.194 1.558 -0.179  C1 1.467, C5 1.465, H13 1.108, H14 1.172
7 H 0.368 -1.608 3.150  C2 1.054
8 H -0.325 -0.562 1.927  C2 1.097
9 H -0.096 -1.674 -1.821  C3 0.998
10 H 1.412 -2.863 0.828  C4 1.136
11 H 0.027 2.034 -2.334  C5 1.054
12 H -1.640 1.851 -1.838  C5 1.056
13 H -0.800 1.474 0.744  C6 1.108
14 H 0.909 1.933 -0.051  C6 1.172

Computed properties:
frontier orbital gap (spin up / spin down): 8.547 / 8.251 eV
net charge: 0
HOMO level (spin up / spin down): -8.0 / -7.6 eV
E_LUMO (spin up / spin down): 0.53 / 0.65 eV

Löwdin population analysis, charges in e, atoms 1 to 2: C -0.311; C -0.128

***

#b
# C6H8

A single C6H8 molecule (ωB97M-V/def2-TZVPD, OMol25).

Bonds (Å) are listed after each position.
Atoms and positions in Å:
1 C 0.447 -1.450 -0.042  C2 1.490, C6 1.483, H7 1.087, H8 1.084
2 C -0.692 -0.716 -0.661  C1 1.490, C3 1.527, C6 1.743, H9 1.123
3 C -1.371 0.327 0.225  C2 1.527, C4 1.518, H10 1.103, H11 1.097
4 C -0.275 1.232 0.759  C3 1.518, C5 1.336, H12 1.087
5 C 0.927 0.994 0.227  C4 1.336, C6 1.469, H13 1.087
6 C 0.971 -0.195 -0.634  C1 1.483, C2 1.743, C5 1.469, H14 1.100
7 H 0.529 -1.456 1.042  C1 1.087
8 H 0.730 -2.383 -0.515  C1 1.084
9 H -0.310 -0.349 -1.652  C2 1.123
10 H -1.913 -0.170 1.048  C3 1.103
11 H -2.122 0.905 -0.329  C3 1.097
12 H -0.470 1.983 1.520  C4 1.087
13 H 1.826 1.564 0.447  C5 1.087
14 H 1.722 -0.286 -1.434  C6 1.100

Computed properties:
frontier orbital gap: 9.199 eV
net charge: 0
HOMO level: -8.0 eV
structure (SMILES): C1=C[C@H]2C[C@H]2C1
E_LUMO: 1.23 eV

Löwdin population analysis, charges in e, atoms 1 to 2: C -0.157; C -0.134

***

Out of the structures above, which one is the most stable? Solution: #b.